1.
Molecular formula: C8H6N2O2
Method: DFT, ωB97M-V with the def2-TZVPD basis set

frontier orbital gap	8.8	eV

Structure (ORCA input):
```
! RIJCOSX wB97M-V def2-TZVPD def2/J DEFGRID3
* xyz 0 1
O 2.832 -1.373 0.014
C 1.783 -0.749 -0.044
N 0.527 -1.356 -0.067
C -0.684 -0.699 -0.010
C -1.934 -1.324 0.070
C -3.065 -0.581 0.073
N -3.095 0.744 -0.002
C -1.923 1.374 -0.043
C -0.691 0.728 -0.046
C 0.562 1.399 -0.047
C 1.739 0.714 -0.014
O 2.965 1.307 0.079
H 0.551 -2.376 -0.202
H -1.967 -2.437 0.035
H -4.038 -1.089 0.127
H -1.906 2.437 -0.096
H 0.628 2.498 0.056
H 3.623 0.610 0.187
*
```

Results of the Löwdin charge analysis, in e, for atoms 1 through 8: 0.073, -0.388, 0.175, -0.169, -0.023, -0.174, 0.064, -0.086



2.
Molecular formula: C2H6N4
Method: DFT, ωB97M-V with the def2-TZVPD basis set

frontier orbital gap	10.0	eV

Structure (ORCA input):
```
! RIJCOSX wB97M-V def2-TZVPD def2/J DEFGRID3
* xyz 0 1
H -1.662 -1.654 0.612
N -2.187 -0.787 0.227
C -1.458 0.233 -0.144
N -0.014 0.319 -0.188
N 0.636 1.535 0.104
C 0.765 -0.850 -0.305
N 2.019 -0.822 0.189
H 2.343 -1.750 0.080
H -1.838 1.261 -0.419
H 0.466 2.367 -0.576
H 0.801 1.903 1.115
H 0.130 -1.754 -0.695
*
```

Results of the Löwdin charge analysis, in e, for atoms 1 through 8: 0.070, 0.058, -0.240, -0.228, -0.010, -0.223, 0.070, -0.007



3.
Molecular formula: C24H31BrN2O6
Method: DFT, ωB97M-V with the def2-TZVPD basis set

frontier orbital gap	8.6	eV

Structure (ORCA input):
```
! RIJCOSX wB97M-V def2-TZVPD def2/J DEFGRID3
* xyz 0 1
O -0.983 2.375 -0.568
C -1.485 1.404 -0.076
O -2.668 0.893 -0.469
C -0.931 0.661 1.116
C -0.934 -0.853 1.058
C -1.730 -1.539 1.974
C -1.755 -2.928 2.004
Br -2.856 -3.790 3.271
C -0.984 -3.679 1.131
C -0.169 -3.000 0.235
C -0.146 -1.602 0.182
C 0.755 -0.981 -0.832
O 0.476 0.046 -1.406
C 2.022 -1.727 -1.093
C 3.196 -1.059 -1.409
C 4.365 -1.780 -1.621
C 4.347 -3.171 -1.556
C 3.167 -3.848 -1.272
C 2.007 -3.124 -1.022
C 0.725 -3.794 -0.672
O 0.427 -4.901 -1.058
H -2.998 1.471 -1.179
H -1.573 0.927 1.959
H 0.061 1.053 1.327
H -2.337 -0.983 2.677
H -1.009 -4.759 1.149
H 3.206 0.021 -1.482
H 5.285 -1.248 -1.816
H 5.250 -3.745 -1.721
H 3.132 -4.929 -1.230
C 6.839 3.568 1.480
O 7.657 2.417 1.566
C 7.115 1.335 2.294
C 6.160 0.439 1.496
C 4.784 1.053 1.258
N 6.733 0.017 0.213
H 6.269 3.718 2.402
H 6.146 3.519 0.637
H 7.497 4.424 1.333
H 7.975 0.732 2.597
H 6.630 1.701 3.209
H 6.016 -0.463 2.098
H 4.807 1.799 0.463
H 4.079 0.278 0.956
H 4.401 1.529 2.163
H 7.584 -0.510 0.387
H 7.046 0.852 -0.276
C -9.202 1.731 -0.652
O -8.117 1.149 0.044
C -7.309 0.268 -0.712
C -6.231 0.954 -1.558
C -6.764 1.643 -2.811
N -5.437 1.913 -0.783
H -9.629 1.032 -1.378
H -8.913 2.650 -1.168
H -9.965 1.979 0.086
H -6.811 -0.368 0.024
H -7.940 -0.380 -1.335
H -5.553 0.159 -1.883
H -7.239 2.595 -2.573
H -5.945 1.855 -3.497
H -7.491 1.017 -3.331
H -4.977 1.425 -0.020
H -6.079 2.557 -0.329
*
```

Results of the Löwdin charge analysis, in e, for atoms 1 through 8: 0.115, -0.538, 0.091, -0.032, -0.126, -0.064, -0.660, 0.766



4.
Molecular formula: C8H12N2O4S
Method: DFT, ωB97M-V with the def2-TZVPD basis set

frontier orbital gap (spin up / spin down)	8.7 / 7.5	eV
⟨S²⟩	2.01

Structure (ORCA input):
```
! RIJCOSX wB97M-V def2-TZVPD def2/J DEFGRID3
* xyz 0 3
C -2.410 1.823 2.247
C -2.381 0.574 2.820
C -1.970 1.999 0.932
C -1.964 -0.507 2.087
C -1.555 0.850 0.165
C -1.563 -0.355 0.790
C 2.393 1.859 -0.469
C 1.586 -1.977 -2.933
N 0.958 -1.021 0.411
N 1.768 -0.162 -1.495
O -0.729 -1.950 -1.205
O -0.632 -2.884 1.033
O 2.775 0.575 -0.957
O 2.420 -1.221 -2.137
S -0.486 -1.710 0.176
H -2.745 2.752 2.724
H -2.812 0.563 3.807
H -1.974 3.014 0.512
H -2.062 -1.441 2.583
H -1.096 1.103 -0.902
H 2.227 1.851 0.631
H 1.386 2.185 -0.812
H 3.015 2.749 -0.887
H 0.587 -1.977 -2.592
H 2.129 -2.965 -2.953
H 1.520 -1.871 -4.032
H 1.614 -1.857 0.456
*
```

Results of the Löwdin charge analysis, in e, for atoms 1 through 8: -0.090, -0.077, -0.062, -0.081, -0.067, -0.292, -0.097, -0.124



5.
Molecular formula: C9H12NOS
Method: DFT, ωB97M-V with the def2-TZVPD basis set

frontier orbital gap (spin up / spin down)	8.5 / 6.1	eV
⟨S²⟩	2.01

Structure (ORCA input):
```
! RIJCOSX wB97M-V def2-TZVPD def2/J DEFGRID3
* xyz 1 3
C 3.606 0.367 -0.102
C 3.363 -0.990 -0.143
C 2.577 1.296 -0.100
C 2.029 -1.398 0.064
C 1.289 0.880 -0.029
C 1.081 -0.462 0.116
C -2.894 0.178 -0.661
C -2.678 0.908 0.785
C -1.558 -0.252 -1.243
N -1.843 0.087 1.633
O -0.677 -2.307 0.395
S -0.672 -0.893 0.171
H 4.703 0.746 -0.137
H 4.123 -1.746 -0.056
H 2.845 2.280 0.093
H 1.831 -2.423 0.472
H 0.442 1.594 -0.084
H -3.460 -0.706 -0.422
H -3.424 1.040 -1.192
H -2.253 1.949 0.712
H -3.655 1.181 1.175
H -1.652 -1.033 -1.987
H -0.850 0.485 -1.520
H -2.275 -0.779 2.061
*
```

Results of the Löwdin charge analysis, in e, for atoms 1 through 8: -0.049, -0.028, -0.063, -0.058, -0.095, -0.351, -0.140, -0.233



6.
Molecular formula: CHCl2NS2
Method: DFT, ωB97M-V with the def2-TZVPD basis set

frontier orbital gap (spin up / spin down)	6.0 / 8.1	eV

Structure (ORCA input):
```
! RIJCOSX wB97M-V def2-TZVPD def2/J DEFGRID3
* xyz 0 1
C 1.117 1.229 -0.270
N -1.461 -1.017 0.563
S -0.208 1.867 -0.696
S 1.626 -0.307 0.159
Cl -2.064 -2.094 -0.663
Cl -2.025 0.509 0.343
H 3.014 -0.186 0.564
*
```

Löwdin analysis output, partial charges in e: -1.129, -0.957, 0.615, 0.675, 0.396, 0.468, -0.066



7.
Molecular formula: C12H28Cl2NO3S
Method: DFT, ωB97M-V with the def2-TZVPD basis set

frontier orbital gap	8.1	eV

Structure (ORCA input):
```
! RIJCOSX wB97M-V def2-TZVPD def2/J DEFGRID3
* xyz 1 1
C -2.135 3.310 -1.866
C -2.384 1.852 -2.072
O -2.029 1.207 -3.006
N -3.231 1.188 -1.037
C -4.128 0.137 -1.608
S -2.459 0.588 0.291
Cl -2.005 2.182 1.384
C -0.859 -0.106 -0.165
C 0.382 0.795 -0.293
C 0.928 0.905 -1.720
Cl 1.632 0.118 0.807
H -1.606 3.511 -0.935
H -3.094 3.829 -1.834
H -1.551 3.675 -2.706
H -5.011 0.633 -2.002
H -3.626 -0.411 -2.401
H -4.435 -0.552 -0.823
H -0.738 -0.844 0.632
H -1.064 -0.642 -1.097
H 0.189 1.786 0.108
H 0.613 1.845 -2.174
H 2.015 0.851 -1.722
H 0.545 0.106 -2.355
C -1.662 -1.346 4.879
C -2.555 -1.148 3.669
C -3.909 -1.812 3.835
O -1.901 -1.629 2.481
H -1.478 -2.411 5.041
H -0.700 -0.855 4.736
H -2.128 -0.944 5.779
H -2.693 -0.077 3.494
H -3.787 -2.890 3.968
H -4.534 -1.650 2.956
H -4.432 -1.421 4.708
H -1.750 -2.575 2.594
C 5.405 -1.172 -0.610
C 4.956 -0.677 -1.975
C 6.122 -0.502 -2.931
O 4.221 0.548 -1.848
H 6.089 -0.451 -0.153
H 4.550 -1.295 0.055
H 5.925 -2.127 -0.691
H 4.240 -1.383 -2.400
H 6.825 0.237 -2.538
H 5.773 -0.153 -3.903
H 6.659 -1.440 -3.071
H 4.816 1.210 -1.478
*
```

Results of the Löwdin charge analysis, in e, for atoms 1 through 8: 0.015, -0.490, 0.149, -0.365, -0.065, 0.817, 0.478, -0.383



8.
Molecular formula: C24H42O2P2Pt
Method: DFT, ωB97M-V with the def2-TZVPD basis set

frontier orbital gap (spin up / spin down)	5.5 / 4.1	eV
⟨S²⟩	6.02

Structure (ORCA input):
```
! RIJCOSX wB97M-V def2-TZVPD def2/J DEFGRID3
* xyz 2 5
Pt -2.997 -1.902 -0.621
C -0.649 0.802 -1.409
C -1.660 0.777 -0.391
C 0.428 1.128 0.598
C 0.615 0.976 -0.791
C -0.946 1.014 0.869
C -0.877 0.928 -2.853
H -1.947 0.943 -3.103
H -0.373 0.135 -3.427
H -0.441 1.871 -3.222
C 1.892 1.175 -1.499
H 1.856 0.914 -2.564
H 2.657 0.560 -0.996
H 2.218 2.226 -1.423
C 1.466 1.558 1.543
H 1.810 2.576 1.318
H 2.322 0.886 1.442
H 1.127 1.541 2.576
C -1.534 1.444 2.154
H -1.247 2.495 2.356
H -1.129 0.852 2.992
H -2.629 1.386 2.158
C -2.940 1.472 -0.598
H -2.643 2.532 -0.695
H -3.620 1.379 0.244
H -3.455 1.154 -1.493
C -2.730 -5.006 -1.437
C -3.664 -4.477 -2.270
C -5.092 -4.288 -1.916
C -5.190 -4.061 -0.416
C -4.083 -3.241 0.188
C -3.160 -3.864 1.273
C -2.859 -5.361 1.139
C -2.923 -5.992 -0.294
H -5.658 -5.205 -2.174
H -5.224 -5.031 0.097
H -5.542 -3.488 -2.521
H -3.834 -6.610 -0.392
H -1.721 -5.029 -1.879
H -3.410 -4.415 -3.326
H -2.117 -6.752 -0.351
H -1.910 -5.591 1.617
H -3.649 -3.789 2.261
H -3.612 -5.875 1.751
H -6.114 -3.545 -0.166
H -4.549 -2.234 0.576
P -1.025 -2.812 -1.625
C 0.601 -2.186 -2.186
C -1.924 -2.522 -3.248
P -1.797 -2.613 1.425
C -0.597 -3.606 -0.065
C -2.853 -1.627 2.620
C -0.352 -2.739 2.537
H 1.190 -1.777 -1.349
H 0.528 -1.444 -2.988
H 1.119 -3.076 -2.582
H -3.016 -2.440 -3.061
H -1.717 -3.345 -3.937
H -1.586 -1.557 -3.669
H -0.350 -3.734 3.014
H -0.373 -1.928 3.290
H 0.594 -2.580 1.972
H 0.434 -3.377 0.227
H -0.854 -4.654 0.006
H -2.315 -0.770 3.028
H -3.095 -2.293 3.464
H -3.795 -1.281 2.186
O 3.671 -0.816 0.494
C 2.894 -1.747 0.799
O 1.613 -1.773 0.721
H 3.354 -2.690 1.181
*
```

Results of the Löwdin charge analysis, in e, for atoms 1 through 8: 0.821, -0.167, -0.196, -0.126, -0.133, -0.128, -0.008, 0.096



Values for energy relative to the best compared isomer or geometry (same formula, charge and spin), kcal/mol, ordered as above
1.9 74.2 0.0 86.6 43.3 67.3 0.0 0.0
Values for E_tot, hartree, ordered as above
-568.47932 -298.73062 -4068.09402 -1120.38612 -877.84335 -1810.00119 -2072.78509 -1891.21675